Entry 1:
Density functional theory data (wB97M-V/def2-TZVPD) for the molecule C5H11N.

CARTESIAN COORDINATES (ANGSTROEM)
C -0.45701 1.14457 1.51036
C 0.30560 0.33101 0.49287
C 1.82823 0.41534 0.55576
C -0.31065 -0.41962 -0.44874
C 0.11067 -0.35964 -1.90166
N -1.50307 -1.11693 -0.26368
H -0.38570 2.20158 1.24537
H -1.48885 0.79162 1.54264
H -0.10917 1.06149 2.54744
H 2.11227 0.74336 1.54924
H 2.25569 -0.56778 0.37056
H 2.23021 1.08267 -0.20567
H -0.53154 -1.04215 -2.46579
H 1.12545 -0.65487 -2.13214
H -0.15251 0.60319 -2.33665
H -1.87368 -1.25805 0.65652
H -1.63689 -1.84811 -0.94019

As for the total energy: -6852.1969 eV. As for the energy above the lowest of the compared OMol25 structures with the same formula, charge and spin: 30.7 kcal/mol. The value obtained for the frontier orbital gap is 0.2915 Eh. Its HOMO energy is -6.86 eV. As for the net charge: 0.

These are the Löwdin partial charges, in e, on atoms 1 to 8: C -0.08; C -0.33; C -0.07; C -0.37; C -0.04; N 0.08; H 0.08; H 0.06

Entry 2:
Density functional theory data (wB97M-V/def2-TZVPD) for a 3-piece molecular cluster, C5H11N overall.

CARTESIAN COORDINATES (ANGSTROEM)
C 2.03677 0.52814 0.59782
C -2.35942 -1.62803 0.02985
C -0.92046 1.30613 -0.26743
C -0.30244 0.07138 0.18760
N 2.69523 0.68086 -0.62226
C -0.01048 -1.07920 0.47038
H 2.30756 1.38707 -1.23347
H 2.87356 -0.17713 -1.12652
H 2.45303 -0.24091 1.23698
H 1.82382 1.45505 1.11610
H 0.41826 -2.00195 0.78074
H -0.19876 1.91278 -0.82107
H -1.27714 1.89758 0.57871
H -1.76811 1.08730 -0.91934
H -3.00808 -1.02400 0.65599
H -2.52030 -1.52460 -1.03843
H -2.24303 -2.65047 0.37437

As for the total energy: -6846.7197 eV. As for the energy above the lowest of the compared OMol25 structures with the same formula, charge and spin: 157.0 kcal/mol. The value obtained for the frontier orbital gap (alpha / beta) is 0.2508 / 0.2895 Eh. Its HOMO energy (alpha / beta) is -5.86 / -6.91 eV. As for the net charge: 0.

These are the Löwdin partial charges, in e, on atoms 1 to 8: C -0.19; C -0.03; C -0.09; C -0.24; N -0.03; C 0.06; H 0.06; H 0.07

Entry 3:
Density functional theory data (wB97M-V/def2-TZVPD) for C5H11N as an isolated structure.

CARTESIAN COORDINATES (ANGSTROEM)
C 1.54417 -0.12592 -0.40869
C 0.17908 0.64181 -0.66581
C -1.03292 0.08950 0.06141
C -1.65212 0.95514 0.89116
C -1.48282 -1.32355 -0.11514
N 2.63070 0.07009 0.66948
H 1.40293 -1.21712 -0.56125
H 2.04695 0.12443 -1.34500
H 0.28952 1.70153 -0.39132
H -0.00344 0.50235 -1.75810
H -2.61552 0.65519 1.29670
H -1.18070 1.80593 1.32808
H -1.00778 -1.60964 -1.06088
H -2.56516 -1.47882 -0.08080
H -0.90137 -1.81904 0.66910
H 2.85299 1.06329 0.53842
H 1.49549 -0.03518 0.93263

As for the total energy: -6849.4992 eV. As for the energy above the lowest of the compared OMol25 structures with the same formula, charge and spin: 92.9 kcal/mol. The value obtained for the frontier orbital gap is 0.3669 Eh. Its HOMO energy is -9.11 eV. As for the net charge: 0.

These are the Löwdin partial charges, in e, on atoms 1 to 8: C -0.36; C -0.16; C -0.40; C 0.03; C -0.06; N -0.01; H 0.12; H 0.09

Repeat the second record exactly.
Density functional theory data (wB97M-V/def2-TZVPD) for a 3-piece molecular cluster, C5H11N overall.

CARTESIAN COORDINATES (ANGSTROEM)
C 2.03677 0.52814 0.59782
C -2.35942 -1.62803 0.02985
C -0.92046 1.30613 -0.26743
C -0.30244 0.07138 0.18760
N 2.69523 0.68086 -0.62226
C -0.01048 -1.07920 0.47038
H 2.30756 1.38707 -1.23347
H 2.87356 -0.17713 -1.12652
H 2.45303 -0.24091 1.23698
H 1.82382 1.45505 1.11610
H 0.41826 -2.00195 0.78074
H -0.19876 1.91278 -0.82107
H -1.27714 1.89758 0.57871
H -1.76811 1.08730 -0.91934
H -3.00808 -1.02400 0.65599
H -2.52030 -1.52460 -1.03843
H -2.24303 -2.65047 0.37437

As for the total energy: -6846.7197 eV. As for the energy above the lowest of the compared OMol25 structures with the same formula, charge and spin: 157.0 kcal/mol. The value obtained for the frontier orbital gap (alpha / beta) is 0.2508 / 0.2895 Eh. Its HOMO energy (alpha / beta) is -5.86 / -6.91 eV. As for the net charge: 0.

These are the Löwdin partial charges, in e, on atoms 1 to 8: C -0.19; C -0.03; C -0.09; C -0.24; N -0.03; C 0.06; H 0.06; H 0.07